{"formula": "C21H21N5O2OsS", "method": "ωB97M-V with the def2-TZVPD basis set", "symbols": ["N", "C", "C", "H", "H", "H", "N", "C", "C", "H", "H", "H", "N", "C", "C", "H", "H", "H", "Os", "C", "O", "C", "O", "C", "C", "C", "C", "C", "C", "H", "H", "H", "H", "H", "H", "N", "C", "N", "C", "C", "C", "C", "C", "C", "S", "H", "H", "H", "H", "H", "H"], "coordinates": [[-0.90579, 2.66890, 0.07554], [-0.35862, 3.66481, -0.19477], [0.10740, 5.01490, -0.43988], [-0.75970, 5.66866, -0.59649], [0.73909, 5.03779, -1.33558], [0.68739, 5.37814, 0.41647], [2.15537, -1.50878, -0.86241], [3.14256, -2.05854, -1.12296], [4.33242, -2.81468, -1.32826], [4.93357, -2.30097, -2.08675], [4.07824, -3.82762, -1.67230], [4.93800, -2.88559, -0.40247], [-2.99184, -0.17594, -0.11460], [-3.61289, -1.14524, -0.30716], [-4.61366, -2.17608, -0.49243], [-4.39045, -3.04924, 0.12581], [-4.66661, -2.47694, -1.54410], [-5.58126, -1.76360, -0.19483], [0.33931, -0.16027, -0.88530], [-0.16038, -1.55609, 0.28738], [-0.35912, -2.41775, 1.05636], [1.52227, 0.59542, 0.39477], [2.28839, 0.91102, 1.21920], [0.64742, 1.31316, -2.38097], [-0.75188, 1.36420, -2.33669], [-1.50229, 0.22719, -2.40496], [-0.88616, -1.02775, -2.44424], [0.46141, -1.06790, -2.88813], [1.23256, 0.11108, -2.86087], [1.29126, 2.13194, -2.08902], [-1.23905, 2.27344, -2.04520], [-2.54460, 0.29922, -2.16674], [-1.38998, -1.95802, -2.20876], [0.88991, -2.01893, -3.18938], [2.28133, 0.10697, -3.13607], [-2.37838, -1.32130, 2.53647], [-1.95532, -0.06718, 2.71229], [-0.81727, 0.48335, 2.30634], [-0.74317, 1.77494, 2.79303], [0.29066, 2.70053, 2.67826], [0.28128, 3.87936, 3.39293], [-0.83126, 4.24857, 4.15674], [-1.95321, 3.41332, 4.18684], [-1.91228, 2.22502, 3.46866], [-3.15587, 1.04090, 3.38940], [-3.16589, -1.66735, 3.08568], [-1.78555, -1.99630, 2.05955], [1.07866, 2.47116, 2.00224], [1.16224, 4.51073, 3.35704], [-0.81832, 5.18905, 4.71582], [-2.81945, 3.64431, 4.81018]], "lumo_ha": [-0.450, -0.602], "charge": 4, "e_homo_ha": [-0.72824, -0.80792], "largest_force_ha_per_bohr": 0.1172, "homo_lumo_gap_ev": [7.57, 5.60], "energy_ev": -46918.1193, "s_squared": 6.032, "de_lowest_ev": 0.000, "spin_multiplicity": 5}


{"formula": "C21H21N5O6", "method": "ωB97M-V with the def2-TZVPD basis set", "symbols": ["C", "C", "N", "N", "C", "C", "N", "O", "O", "C", "H", "H", "H", "C", "H", "H", "C", "H", "H", "C", "C", "O", "N", "C", "C", "C", "C", "C", "C", "H", "N", "O", "O", "H", "O", "C", "C", "C", "C", "C", "C", "H", "H", "H", "H", "H", "H", "H", "H", "H", "H", "H", "H"], "coordinates": [[0.34992, -0.25866, -3.92319], [-0.74372, -0.09569, -2.94084], [-1.86014, -0.78324, -3.01803], [-2.67459, -0.34817, -2.04041], [-2.11765, 0.62228, -1.30216], [-0.83768, 0.81118, -1.84595], [0.16940, 1.65678, -1.37542], [1.25888, 1.61023, -1.91882], [-0.08069, 2.37917, -0.42189], [-2.79120, 1.28726, -0.16904], [-2.66024, 0.69027, 0.73581], [-2.34579, 2.26284, 0.00362], [-3.85698, 1.39351, -0.36130], [-3.97365, -0.95772, -1.93176], [-4.10080, -1.51909, -2.86035], [-4.74141, -0.18069, -1.87982], [-4.10549, -1.90200, -0.72991], [-4.22442, -1.33271, 0.19344], [-5.00126, -2.50546, -0.87540], [-2.87449, -2.80020, -0.57364], [-1.79514, -2.03382, 0.17832], [-2.05440, -1.40001, 1.17948], [-0.55437, -2.11744, -0.37433], [0.58993, -1.38904, -0.02900], [0.67255, -0.61931, 1.12674], [1.82013, 0.12603, 1.39779], [2.88806, 0.11101, 0.50033], [2.78715, -0.66574, -0.63953], [1.66410, -1.43326, -0.91023], [1.63624, -2.04238, -1.80010], [3.86344, -0.66291, -1.59830], [3.64031, -1.16465, -2.68110], [4.91712, -0.17090, -1.26960], [3.76815, 0.70439, 0.68529], [1.99183, 0.83241, 2.53341], [0.90158, 1.18318, 3.31168], [-0.19135, 1.85010, 2.77306], [-1.22852, 2.23088, 3.60474], [-1.17642, 1.95942, 4.96185], [-0.07486, 1.31140, 5.49430], [0.96662, 0.91886, 4.67287], [1.83309, 0.41338, 5.07024], [-0.02573, 1.10594, 6.55314], [-1.99006, 2.25916, 5.60506], [-2.07878, 2.75018, 3.18872], [-0.21137, 2.08376, 1.71937], [-0.15442, -0.60092, 1.81687], [-0.46153, -2.64900, -1.22968], [-2.52328, -3.14682, -1.54549], [-3.13803, -3.66658, 0.03610], [0.44752, 0.65460, -4.50896], [1.30894, -0.42045, -3.43701], [0.11956, -1.08638, -4.58759]], "lumo_ha": -0.013, "e_homo_ha": -0.31885, "largest_force_ha_per_bohr": 0.0348, "homo_lumo_gap_ev": 8.31, "smiles": "Cc1nn(CCCC(=O)Nc2cc(Oc3ccccc3)cc([N+](=O)[O-])c2)c(C)c1[N+](=O)[O-]", "energy_ev": -41848.8768}


{"formula": "C21H22BClF7N2O4S", "method": "ωB97M-V with the def2-TZVPD basis set", "symbols": ["C", "C", "O", "B", "O", "C", "C", "C", "C", "C", "C", "Cl", "C", "N", "C", "O", "F", "C", "O", "F", "C", "C", "C", "C", "F", "F", "F", "C", "F", "C", "C", "S", "C", "C", "C", "N", "F", "H", "H", "H", "H", "H", "H", "H", "H", "H", "H", "H", "H", "H", "H", "H", "H", "H", "H", "H", "H", "H", "H"], "coordinates": [[-0.95039, 4.95590, 1.98134], [-0.15282, 3.68201, 1.90526], [0.81111, 3.74275, 0.82981], [1.49967, 2.58980, 0.52744], [2.74869, 2.39651, 0.95451], [0.76757, 1.59836, -0.51285], [0.14219, 0.34658, -0.36149], [0.14792, -0.34567, 0.89735], [0.88204, 0.08985, 2.13470], [2.37322, -0.34266, 2.06217], [3.22324, 0.30617, 3.15739], [4.88657, 0.61677, 2.63013], [-0.54398, -1.53885, 0.95742], [-0.58560, -2.27074, 2.21213], [-1.79533, -2.18197, 2.91239], [-2.77138, -1.70545, 2.47792], [-1.70934, -2.57642, 4.14063], [0.08863, -3.48218, 2.27913], [-0.23647, -4.42275, 2.89271], [1.18939, -3.46816, 1.56096], [-1.22017, -2.11015, -0.13866], [-1.92626, -3.44224, -0.09168], [-0.99878, -4.60904, -0.49064], [-1.19661, -5.11430, -1.90667], [-2.46731, -5.03824, -2.32554], [-0.83772, -6.40714, -1.98439], [-0.43588, -4.42822, -2.77887], [-1.20547, -1.44054, -1.33513], [-1.86541, -2.00208, -2.34481], [-0.53115, -0.20455, -1.49572], [-0.49984, 0.48135, -2.76532], [-1.30964, -0.11701, -4.22853], [0.17512, 1.67377, -2.85294], [0.31953, 2.49815, -4.08979], [-0.97895, 3.29209, -4.39531], [0.73960, 2.14207, -1.71150], [1.35154, 3.34769, -1.81627], [-0.32643, 5.83338, 1.85702], [-1.77766, 4.97726, 1.28005], [-1.37819, 5.01769, 2.97916], [0.39521, 3.57372, 2.84189], [-0.82191, 2.83300, 1.76309], [2.96014, 3.03408, 1.64965], [0.77144, 1.14361, 2.37999], [0.51153, -0.42180, 3.00824], [2.78879, -0.22346, 1.07067], [2.36347, -1.41442, 2.23893], [3.27973, -0.36606, 4.00242], [2.76070, 1.23222, 3.47937], [-2.34614, -3.64680, 0.88225], [-2.76687, -3.37036, -0.76739], [-1.12300, -5.44267, 0.19018], [0.04572, -4.32731, -0.41938], [-0.21706, -0.36862, -4.96625], [1.16327, 3.17091, -4.01999], [0.52382, 1.84840, -4.92853], [-0.76897, 4.29406, -4.74549], [-1.56158, 2.78985, -5.15486], [-1.60354, 3.32185, -3.50829]], "lumo_ha": -0.174, "charge": 1, "e_homo_ha": -0.45684, "largest_force_ha_per_bohr": 0.0294, "homo_lumo_gap_ev": 7.70, "smiles": "CCOB(O)c1c2c(CCCCl)c(N(C(=O)F)C(=O)F)c(CCC(F)(F)F)c(F)c2c(S)c(CC)[n+]1F", "energy_ev": -76355.9841, "de_lowest_ev": 0.000}


{"formula": "C21H22ClNO2PV", "method": "ωB97M-V with the def2-TZVPD basis set", "symbols": ["V", "Cl", "C", "O", "P", "C", "C", "C", "C", "C", "C", "C", "C", "H", "H", "H", "H", "H", "C", "C", "C", "C", "C", "H", "H", "H", "H", "H", "C", "C", "C", "C", "C", "H", "H", "H", "H", "H", "H", "H", "C", "C", "N", "O", "H", "H", "H", "H", "H"], "coordinates": [[0.18758, 0.17956, 1.92966], [2.35939, -0.58635, 2.35189], [-1.01996, 1.48814, 2.30604], [-1.68166, 2.36601, 2.68161], [-0.02860, 0.21084, -0.41066], [-1.44316, 0.21656, -1.57765], [0.58848, 1.95279, -0.46559], [1.29125, -0.68300, -1.32541], [1.95992, 2.22941, -0.30569], [2.38752, 3.55450, -0.22953], [1.48170, 4.61290, -0.27393], [0.11294, 4.33784, -0.38268], [-0.33126, 3.01972, -0.47431], [2.70239, 1.43435, -0.25549], [3.45982, 3.75881, -0.21605], [1.83449, 5.64214, -0.28219], [-0.59593, 5.16224, -0.47277], [-1.39306, 2.81453, -0.56279], [-2.75842, 0.20013, -1.07968], [-3.84812, 0.21073, -1.95136], [-3.66153, 0.24898, -3.33671], [-2.35211, 0.25701, -3.83234], [-1.26175, 0.23491, -2.96406], [-2.88658, 0.17889, -0.00551], [-4.84544, 0.19857, -1.52121], [-4.52823, 0.27981, -3.99850], [-2.17508, 0.30042, -4.90683], [-0.25887, 0.23497, -3.37609], [1.98491, -0.10950, -2.40216], [2.99390, -0.81487, -3.06452], [3.38159, -2.08414, -2.61865], [2.71106, -2.64861, -1.52759], [1.67597, -1.96400, -0.88897], [1.75852, 0.89991, -2.72765], [3.46028, -0.38033, -3.95231], [4.16079, -2.65678, -3.12316], [2.96418, -3.65158, -1.18219], [1.15401, -2.39324, -0.03875], [-2.12201, -2.09579, 0.89476], [-1.67565, -2.66617, 0.85775], [-1.29345, -2.59775, 5.85705], [-0.67818, -2.19230, 4.51717], [0.25963, -3.00448, 4.00188], [-1.02985, -1.15358, 3.89890], [-0.81418, -3.44074, 6.34754], [-2.36240, -2.86397, 5.73628], [-1.23687, -1.75477, 6.57966], [0.90159, -2.63827, 3.28008], [0.51045, -3.84448, 4.49270]], "lumo_ha": [-0.383, -0.336], "charge": 2, "e_homo_ha": [-0.55688, -0.55717], "largest_force_ha_per_bohr": 0.1993, "homo_lumo_gap_ev": [4.74, 6.03], "energy_ev": -75200.7575, "s_squared": 2.347, "spin_multiplicity": 3}


{"formula": "C21H22IN7O8S3W", "method": "ωB97M-V with the def2-TZVPD basis set", "symbols": ["W", "O", "N", "N", "O", "C", "C", "C", "C", "C", "C", "H", "H", "H", "H", "H", "O", "S", "O", "O", "O", "C", "O", "C", "O", "H", "H", "H", "I", "C", "C", "N", "N", "C", "H", "H", "H", "S", "C", "N", "C", "C", "C", "C", "C", "C", "H", "H", "H", "H", "H", "S", "C", "N", "C", "C", "N", "H", "H", "H", "H", "H", "H"], "coordinates": [[0.35260, -0.25934, -0.31229], [2.13493, 0.58768, 0.06131], [3.08050, 0.00559, 0.73688], [2.64574, -1.10021, 1.14681], [1.41093, -1.43465, 1.00618], [3.43149, -2.05246, 1.85084], [4.71410, -1.62604, 2.16884], [5.42199, -2.40692, 3.05232], [4.86429, -3.56512, 3.48564], [3.56781, -3.97440, 3.16123], [2.83097, -3.20128, 2.28637], [5.13612, -0.70939, 1.77824], [6.39820, -2.04904, 3.34005], [5.41620, -4.20745, 4.17028], [3.23734, -4.92029, 3.53112], [1.78619, -3.38496, 2.02671], [3.08446, -0.90643, -2.76135], [1.68610, -0.98603, -2.65113], [0.89186, -1.30209, -3.79147], [1.30208, -1.79079, -1.38182], [1.05050, 0.35676, -2.08474], [0.42989, 1.36379, 3.76343], [0.89427, 0.87628, 2.49092], [-0.07161, 0.45641, 1.72828], [-1.26355, 0.41864, 1.92418], [1.27939, 1.81196, 4.25410], [0.07312, 0.49902, 4.36459], [-0.31106, 2.13561, 3.57874], [-3.94938, -3.88477, 2.27262], [-2.26730, -3.47315, 1.21894], [-1.57699, -4.09074, 0.16039], [-0.69934, -3.21501, -0.33465], [-0.74507, -2.05109, 0.35800], [-1.70618, -2.21136, 1.29541], [-1.68558, -5.09276, -0.24462], [-0.04335, -3.30919, -1.14093], [-1.98398, -1.41190, 1.98354], [0.69717, 4.21082, -0.90736], [0.93004, 2.58379, -0.83681], [-0.10187, 1.83059, -0.45454], [-1.22625, 2.63511, -0.14942], [-2.50639, 2.26646, 0.27356], [-3.39973, 3.26728, 0.66402], [-3.02887, 4.61507, 0.56256], [-1.83617, 5.00325, 0.07992], [-0.91308, 4.01762, -0.29164], [1.85389, 2.16247, -1.17792], [-2.75276, 1.21285, 0.38546], [-4.40537, 3.02844, 0.98079], [-3.74394, 5.34175, 0.92934], [-1.56780, 6.03683, 0.01600], [-1.74247, -0.65126, -1.58812], [-2.07365, 0.39591, -2.97150], [-1.35305, 0.40477, -4.04611], [-2.04073, 1.12731, -5.14215], [-3.23982, 1.72734, -4.42311], [-3.21684, 1.04082, -3.14170], [-0.43337, -0.06793, -4.17636], [-2.35366, 0.42464, -5.95754], [-1.36057, 1.82330, -5.58401], [-4.17702, 1.53184, -4.91640], [-3.06532, 2.78006, -4.26969], [-3.76005, 1.35599, -2.35020]], "lumo_ha": -0.295, "charge": 2, "e_homo_ha": -0.51431, "largest_force_ha_per_bohr": 0.0451, "homo_lumo_gap_ev": 5.98, "energy_ev": -91360.1234, "de_lowest_ev": 0.000}


{"formula": "C21H22N2O2", "method": "ωB97M-V with the def2-TZVPD basis set", "symbols": ["C", "C", "C", "C", "C", "C", "C", "H", "H", "O", "C", "C", "C", "O", "C", "N", "C", "C", "N", "C", "C", "C", "C", "C", "C", "H", "H", "H", "H", "H", "C", "C", "H", "H", "H", "H", "H", "H", "H", "H", "H", "H", "H", "H", "H", "H", "H"], "coordinates": [[-4.69166, -2.95634, -1.29963], [-4.00585, -1.97109, -0.40512], [-3.37647, -0.85359, -0.91162], [-2.73361, 0.06240, -0.07458], [-2.73182, -0.16394, 1.30452], [-3.36750, -1.29094, 1.82755], [-3.99172, -2.17546, 0.97932], [-4.48162, -3.04716, 1.38782], [-3.35532, -1.44614, 2.89488], [-2.13082, 0.68733, 2.17580], [-1.49320, 1.75373, 1.67298], [-1.39422, 2.07479, 0.37043], [-2.06785, 1.24874, -0.63758], [-2.08679, 1.51851, -1.82823], [-0.60859, 3.27852, -0.10139], [0.78049, 3.06638, -0.44377], [1.71820, 2.83501, 0.63089], [1.89329, 1.35573, 1.00126], [2.25748, 0.60189, -0.18139], [2.96072, -0.58839, -0.03423], [4.12306, -0.61146, 0.74528], [4.87727, -1.76001, 0.86395], [4.50445, -2.92016, 0.20453], [3.36178, -2.91027, -0.57447], [2.59539, -1.76562, -0.69235], [1.69808, -1.79991, -1.29080], [3.05293, -3.80757, -1.09193], [5.09795, -3.81712, 0.29639], [5.77200, -1.74721, 1.46999], [4.45014, 0.28791, 1.24549], [1.24243, 0.71865, -1.20561], [1.05757, 2.20093, -1.56884], [0.25060, 2.29329, -2.29575], [1.98997, 2.55442, -2.02432], [1.57398, 0.19279, -2.10173], [0.28378, 0.28379, -0.87792], [2.66946, 1.26124, 1.75957], [0.95459, 0.96078, 1.42535], [1.41023, 3.40609, 1.50889], [2.68993, 3.21475, 0.29277], [-0.63985, 4.05764, 0.66576], [-1.10026, 3.65328, -1.00435], [-1.04697, 2.35031, 2.45897], [-3.36061, -0.64972, -1.97221], [-5.73293, -3.07610, -1.00421], [-4.65689, -2.62946, -2.33500], [-4.21119, -3.93128, -1.22539]], "lumo_ha": 0.004, "e_homo_ha": -0.27778, "largest_force_ha_per_bohr": 0.0162, "homo_lumo_gap_ev": 7.67, "smiles": "Cc1ccc2occ(CN3CCN(c4ccccc4)CC3)c(=O)c2c1", "energy_ev": -29208.9734, "de_lowest_ev": 2.059}